(i)
The following is a DFT calculation (ωB97M-V with the def2-TZVPD basis set) of a structure of composition C48H120N8.

CARTESIAN COORDINATES (ANGSTROEM)
C  1.20551  -3.05191  4.94376
C  1.71047  -3.30053  3.52138
N  3.16675  -3.38632  3.45777
C  3.81762  -4.15801  4.53970
C  3.54181  -5.70589  4.45182
C  3.56898  -3.65115  2.08914
C  3.54554  -2.22499  1.34677
H  1.32011  -3.93202  5.57653
H  0.11784  -2.99601  4.89966
H  1.64079  -2.12359  5.31368
H  1.28074  -4.21863  3.12076
H  1.29088  -2.39171  3.08999
H  4.89757  -4.06069  4.42857
H  3.71531  -3.66499  5.50643
H  2.52260  -6.05684  4.29015
H  4.31654  -6.16879  3.84058
H  3.77907  -6.11323  5.43461
H  2.97907  -4.44666  1.63386
H  4.61631  -3.95312  2.08354
H  3.43561  -2.25710  0.26281
H  4.35317  -1.50267  1.46545
H  2.77455  -1.51499  1.64607
C  5.44132  0.23964  -1.54683
C  6.07953  1.51952  -0.94242
N  5.63491  2.59512  -1.85335
C  4.91393  3.66146  -1.13223
C  3.49979  3.12956  -0.78494
C  6.63607  3.07626  -2.79936
C  7.06543  2.03890  -3.91797
H  5.97771  -0.07056  -2.44358
H  4.36827  0.35853  -1.69696
H  5.39946  -0.52163  -0.76785
H  6.03076  1.71287  0.12918
H  7.15873  1.40217  -1.04062
H  5.46744  3.89624  -0.22305
H  4.78785  4.48883  -1.83055
H  2.93613  2.80698  -1.66035
H  3.62953  2.28907  -0.10314
H  2.98941  3.87733  -0.17794
H  7.43616  3.46704  -2.17066
H  6.20168  3.94837  -3.28806
H  6.30777  1.81179  -4.66795
H  7.37787  1.07755  -3.51017
H  7.90208  2.54673  -4.39778
C  1.53621  3.09393  0.79927
C  0.84073  1.97268  0.00816
N  1.18753  0.67884  0.57315
C  1.15094  -0.37525  -0.44938
C  1.61066  -1.80938  -0.04244
C  0.70837  0.35347  1.86078
C  -0.78658  0.12100  2.10312
H  1.35523  4.11953  0.47758
H  2.62573  3.09265  0.83188
H  1.21681  3.17865  1.83797
H  -0.24252  2.07506  0.07285
H  1.09430  2.04692  -1.04933
H  0.15905  -0.37265  -0.90132
H  1.84831  -0.12573  -1.24908
H  0.94494  -2.09904  0.77058
H  1.44346  -2.54618  -0.82810
H  2.66129  -1.86802  0.24188
H  1.09054  1.18207  2.45699
H  1.21789  -0.56344  2.15704
H  -1.15103  -0.75192  1.56156
H  -1.43460  0.99410  2.02653
H  -1.05404  -0.10971  3.13431
C  -0.10267  -2.50692  -1.65048
C  -1.53404  -2.14183  -1.84619
N  -2.38043  -3.29665  -2.28641
C  -3.31455  -2.88270  -3.36590
C  -2.72879  -2.23323  -4.61223
C  -2.98010  -4.06397  -1.15058
C  -3.41607  -5.40629  -1.68221
H  -0.07523  -3.27986  -0.88242
H  0.36155  -1.62854  -1.20211
H  0.36195  -2.87715  -2.56435
H  -2.08030  -1.90391  -0.93345
H  -1.63640  -1.29642  -2.52655
H  -4.13440  -2.29057  -2.95931
H  -3.83456  -3.78114  -3.69831
H  -2.04685  -1.40869  -4.40438
H  -3.52546  -1.73158  -5.16155
H  -2.33451  -2.92422  -5.35734
H  -2.25691  -4.19467  -0.34559
H  -3.77494  -3.55081  -0.60929
H  -3.57281  -6.07226  -0.83367
H  -4.46170  -5.54906  -1.95495
H  -2.70010  -5.91119  -2.33072
C  -1.69061  2.42817  1.44792
C  -1.08400  3.72450  1.96537
N  -2.05142  4.77780  2.48280
C  -2.78264  5.42564  1.33535
C  -1.82745  6.11570  0.32361
C  -2.76122  4.43916  3.67343
C  -3.58178  5.52333  4.23615
H  -2.29089  2.04307  2.27222
H  -1.05729  1.62962  1.06149
H  -2.55769  2.51967  0.79377
H  -0.34714  3.65868  2.76587
H  -0.36733  4.02570  1.20133
H  -3.48484  4.81112  0.77199
H  -3.47195  6.17732  1.71997
H  -2.32614  6.40814  -0.60045
H  -1.39279  6.96777  0.84625
H  -0.90788  5.60753  0.03335
H  -2.10806  4.09068  4.47345
H  -3.45024  3.63714  3.40859
H  -4.35662  5.78335  3.51497
H  -3.00301  6.43226  4.40037
H  -4.03014  5.14066  5.15302
C  -3.45017  -2.59715  0.51177
C  -3.73422  -1.08559  0.14282
N  -4.77742  -0.41031  0.89671
C  -4.72074  1.07816  0.74822
C  -3.62757  1.59815  1.59342
C  -6.11733  -0.97934  0.64556
C  -7.27121  -0.32371  1.38762
H  -4.24408  -3.21512  0.09233
H  -3.32913  -2.64626  1.59391
H  -2.53544  -2.86724  -0.01588
H  -2.82012  -0.55943  0.41793
H  -3.97646  -0.85259  -0.89406
H  -4.79578  1.43938  -0.27743
H  -5.62010  1.54968  1.14438
H  -3.98144  2.61040  1.78891
H  -3.75094  1.23432  2.61346
H  -2.59640  1.64337  1.24304
H  -6.10082  -2.02653  0.94762
H  -6.33502  -0.85364  -0.41505
H  -7.37893  0.72916  1.12690
H  -7.33604  -0.45366  2.46789
H  -8.21688  -0.75397  1.05797
C  -1.11129  3.22533  -1.26130
C  -0.91040  4.72587  -1.34787
N  -0.47946  4.93679  -2.76458
C  -0.12951  6.41164  -2.86205
C  0.44820  6.80207  -4.16867
C  -1.57138  4.63501  -3.81030
C  -0.81309  3.98328  -5.00966
H  -2.02983  2.92239  -1.76392
H  -1.14036  2.83964  -0.24224
H  -0.44131  2.52933  -1.76609
H  -1.88420  5.13490  -1.07858
H  -0.16464  5.13450  -0.66600
H  -0.91940  7.13191  -2.64900
H  0.66730  6.57964  -2.13751
H  0.78799  7.83730  -4.19928
H  1.37984  6.30047  -4.43047
H  -0.31335  6.66994  -4.93723
H  -2.07959  5.55986  -4.08321
H  -2.25266  3.85565  -3.46890
H  0.13570  4.44983  -5.27468
H  -1.47054  4.07600  -5.87409
H  -0.74209  2.92053  -4.77810
C  -0.44744  -6.66202  -1.11614
C  0.38954  -5.37114  -1.01843
N  1.17221  -5.27611  0.23419
C  2.26842  -4.38485  0.17019
C  3.40957  -5.12423  -0.35807
C  0.27300  -5.20856  1.46185
C  -0.33379  -3.84800  1.61147
H  0.05004  -7.62301  -0.98533
H  -0.81933  -6.87085  -2.11923
H  -1.40590  -6.55422  -0.60836
H  0.93359  -5.30066  -1.96031
H  -0.31081  -4.53634  -0.99168
H  2.41547  -3.95783  1.16223
H  2.12994  -3.52899  -0.49044
H  3.85829  -5.63085  0.49638
H  4.18312  -4.43305  -0.69274
H  3.17395  -5.98212  -0.98784
H  -0.48565  -5.99018  1.42172
H  0.90918  -5.39412  2.32727
H  -0.96817  -3.71201  2.48736
H  0.48239  -3.12671  1.57026
H  -0.89118  -3.59844  0.70862

***

(ii)
The following is a DFT calculation (ωB97M-V with the def2-TZVPD basis set) of a cluster of 8 separate species, C48H120N8 in total.

CARTESIAN COORDINATES (ANGSTROEM)
C  -2.44888  -1.50317  4.14809
C  -1.80471  -2.89604  4.09143
N  -1.13619  -3.05806  2.79967
C  -0.96697  -4.44899  2.33803
C  -2.26673  -5.25228  2.30106
C  0.10991  -2.32759  2.61124
C  1.30132  -2.83670  3.44050
H  -1.70076  -0.71171  4.08517
H  -3.12263  -1.32861  4.98659
H  -3.04883  -1.29395  3.25504
H  -1.04586  -2.90515  4.88970
H  -2.43141  -3.74434  4.33719
H  -0.69750  -4.32788  1.28186
H  -0.14960  -4.98359  2.83023
H  -3.05710  -4.74990  1.74052
H  -2.15854  -6.22306  1.81271
H  -2.60871  -5.46093  3.31628
H  -0.11245  -1.36264  3.08221
H  0.34051  -2.16450  1.56070
H  1.03645  -3.14026  4.45310
H  2.13863  -2.14162  3.50814
H  1.69998  -3.73134  2.94983
C  4.14119  0.90312  -1.63424
C  5.59977  0.73429  -1.23471
N  5.83723  -0.61592  -0.75446
C  6.96450  -0.78480  0.14236
C  6.86415  0.04474  1.42472
C  5.76100  -1.63671  -1.78263
C  6.72411  -1.74333  -2.96311
H  4.04622  0.41011  -2.60854
H  3.90137  1.93826  -1.89178
H  3.43831  0.48092  -0.92141
H  6.20053  1.00337  -2.11546
H  5.81253  1.43475  -0.42582
H  6.96087  -1.83513  0.44539
H  7.94920  -0.57549  -0.30157
H  7.10199  1.09384  1.21483
H  5.83743  0.17261  1.78259
H  7.50020  -0.31303  2.22930
H  4.72964  -1.58863  -2.15652
H  5.68058  -2.60233  -1.27055
H  6.30478  -2.37123  -3.74021
H  7.67738  -2.09731  -2.55304
H  7.06183  -0.77366  -3.34178
C  -6.83266  3.00119  -0.54579
C  -5.96387  3.52674  -1.71507
N  -4.56120  3.50431  -1.25539
C  -4.22908  4.80679  -0.67926
C  -2.81552  4.79817  -0.08532
C  -3.72408  3.19124  -2.42425
C  -3.82497  1.70172  -2.78557
H  -6.73933  1.91801  -0.44224
H  -7.89509  3.21670  -0.68978
H  -6.47199  3.38593  0.40780
H  -6.24542  2.83921  -2.51306
H  -6.27454  4.52688  -2.03945
H  -4.41408  5.61959  -1.38830
H  -4.80189  4.88970  0.24708
H  -2.00989  4.99076  -0.80501
H  -2.69387  5.65392  0.58476
H  -2.50201  3.89193  0.42364
H  -2.68507  3.42138  -2.17680
H  -4.01448  3.85028  -3.25754
H  -3.84186  1.39551  -3.82748
H  -4.73253  1.34555  -2.28717
H  -3.08025  1.12000  -2.23489
C  -6.79540  -3.79084  0.93396
C  -5.72554  -2.94013  0.27256
N  -4.61254  -3.72291  -0.25866
C  -4.96073  -4.64161  -1.32525
C  -3.83387  -5.65149  -1.63659
C  -3.44063  -2.91366  -0.55921
C  -3.53301  -2.07139  -1.82401
H  -7.49427  -3.12854  1.45170
H  -6.41644  -4.49257  1.67501
H  -7.39349  -4.33041  0.19689
H  -6.13231  -2.31170  -0.53090
H  -5.28551  -2.34886  1.07945
H  -5.22381  -4.13870  -2.27227
H  -5.91305  -5.13734  -1.13039
H  -4.21675  -6.44168  -2.27682
H  -3.53940  -6.06447  -0.67109
H  -3.00984  -5.10978  -2.09426
H  -3.19943  -2.25110  0.27882
H  -2.53589  -3.53080  -0.56549
H  -4.27215  -1.26396  -1.77414
H  -2.60861  -1.51791  -2.01123
H  -3.79321  -2.61117  -2.73526
C  0.04083  -0.01360  -2.06736
C  0.54269  0.68893  -0.81418
N  -0.52442  1.33883  -0.06854
C  -1.51418  0.38683  0.44327
C  -2.81224  1.01945  0.93175
C  -0.13775  2.24628  1.01124
C  0.94011  3.24861  0.64400
H  -0.39701  -0.93330  -1.67877
H  0.82807  -0.28689  -2.76851
H  -0.68007  0.60122  -2.60529
H  1.19937  0.00528  -0.24413
H  1.23114  1.52649  -0.97817
H  -1.79629  -0.21722  -0.42315
H  -1.02159  -0.36906  1.07266
H  -2.69241  1.62910  1.83371
H  -3.25028  1.74387  0.24348
H  -3.52656  0.23148  1.17373
H  0.18383  1.69409  1.90485
H  -0.98470  2.87451  1.28364
H  1.10532  3.95181  1.46200
H  0.74497  3.83728  -0.25336
H  1.88321  2.72972  0.44228
C  1.06770  2.18501  -4.63429
C  1.03458  3.22547  -3.48017
N  1.10494  4.61072  -3.95235
C  -0.09715  4.97269  -4.69941
C  0.09154  6.33307  -5.41606
C  1.22328  5.46309  -2.76779
C  2.62716  5.48867  -2.11466
H  1.55883  2.60038  -5.51404
H  0.01655  1.98042  -4.83981
H  1.61661  1.30215  -4.31778
H  0.09814  3.07239  -2.92533
H  1.91694  2.98546  -2.88961
H  -0.32595  4.20826  -5.43913
H  -0.95305  5.02887  -4.00898
H  -0.36943  6.26516  -6.40121
H  -0.34590  7.17121  -4.87820
H  1.15896  6.50269  -5.54962
H  0.53340  5.23055  -1.94129
H  0.92606  6.46723  -3.08129
H  2.62119  6.28637  -1.37350
H  3.37376  5.76292  -2.85998
H  2.81851  4.50168  -1.70394
C  4.00628  -4.97247  -0.42808
C  2.92419  -6.02622  -0.65666
N  2.32000  -5.98629  -1.97931
C  3.21746  -6.52447  -3.00689
C  2.53605  -7.61621  -3.84950
C  1.73925  -4.73622  -2.42864
C  0.57035  -4.23220  -1.57898
H  4.44811  -4.95911  0.57365
H  3.65182  -3.97332  -0.67662
H  4.91337  -5.22750  -0.98666
H  3.39366  -7.00436  -0.51312
H  2.18786  -6.07950  0.15040
H  3.58870  -5.73995  -3.67948
H  4.10203  -6.95387  -2.53577
H  1.94880  -8.18789  -3.13135
H  1.88140  -7.23436  -4.63329
H  3.28495  -8.23015  -4.35215
H  1.32196  -4.90507  -3.42512
H  2.49959  -3.95436  -2.58014
H  0.15055  -3.35198  -2.07215
H  0.87989  -3.94885  -0.57246
H  -0.22850  -4.97382  -1.56399
C  1.55243  2.94593  7.65479
C  1.05578  4.11410  6.76789
N  1.14162  3.83242  5.35711
C  0.27817  2.84591  4.75720
C  -1.17551  2.76005  5.23278
C  2.50087  3.82109  4.79836
C  3.36115  5.02807  5.03077
H  1.49052  3.22610  8.70806
H  2.60007  2.73092  7.44117
H  0.96213  2.04817  7.47296
H  0.03136  4.35241  7.06950
H  1.59114  5.01798  7.06267
H  0.73738  1.85472  4.92246
H  0.25743  2.98132  3.67562
H  -1.63888  1.95434  4.66569
H  -1.68089  3.68697  4.95243
H  -1.25186  2.62249  6.30900
H  2.97882  2.90976  5.19490
H  2.32549  3.63429  3.73512
H  3.52375  5.20417  6.09552
H  4.35765  4.88626  4.61079
H  2.92973  5.91191  4.55845

The SMILES is CCN(CC)CC.CCN(CC)CC.CCN(CC)CC.CCN(CC)CC.CCN(CC)CC.CCN(CC)CC.CCN(CC)CC.CCN(CC)CC.

***

Out of the structures above, which one is the most stable? Solution: (ii).